Entry 1:
Entry from the Open Molecules 2025 dataset: a structure of composition C22H38AsN4Pd (ωB97M-V with the def2-TZVPD basis set).

```
66
Properties=species:S:1:pos:R:3:forces:R:3:lowdin_charge:R:1
Pd -0.0125 -0.1277 0.5911 -0.716 0.198 -2.170 0.61
N -1.4882 -1.6327 0.4474 -1.425 -2.368 -0.959 -0.09
C -2.0473 -1.8523 1.8075 -0.597 0.021 0.413 -0.22
C -0.9352 -1.7418 2.8560 0.557 -1.471 0.411 -0.20
N 0.1478 -0.7901 2.5866 1.386 -2.092 0.684 -0.20
C 0.4966 0.2261 3.5580 -0.275 -0.123 1.036 -0.21
C 1.1479 1.4474 2.9093 0.791 0.269 -0.496 -0.18
N 0.8968 1.5251 1.4131 2.176 2.335 0.837 -0.09
H -2.2498 -1.4334 -0.2263 0.581 0.055 0.620 0.10
H -1.0385 -2.4860 0.0559 -0.537 0.559 0.695 0.09
H -2.6021 -2.8238 1.9799 0.784 0.806 -0.472 0.13
H -2.8026 -1.0899 2.0462 0.254 0.076 -0.610 0.10
H -0.5235 -2.7688 2.9526 0.151 0.545 0.002 0.12
H -1.3499 -1.5382 3.8276 -0.420 0.170 0.407 0.11
H 1.0073 -1.3355 2.3553 -1.032 0.577 0.562 0.11
H 1.1646 -0.1887 4.3556 -0.387 0.398 -0.545 0.14
H -0.4091 0.5351 4.0714 -0.269 -0.011 -0.032 0.11
H 2.2350 1.3437 3.0444 -0.274 0.238 -0.032 0.11
H 0.8408 2.3815 3.4223 0.102 -0.577 -0.407 0.13
H 1.8222 1.5152 0.9499 -0.633 0.115 0.513 0.06
H 0.5434 2.4604 1.1735 -0.219 -0.546 0.186 0.09
C 1.6377 -2.1774 -3.1517 -0.364 0.308 -0.708 -0.18
C 2.3465 -1.0727 -2.3774 0.380 0.290 -0.182 -0.42
As 2.0347 -1.3495 -0.4667 -0.298 0.075 0.733 1.17
C 2.5259 -3.2386 -0.1597 -0.024 -0.316 -0.693 -0.41
C 1.4519 -4.2854 -0.5039 -0.295 0.747 -0.674 -0.17
C 3.7022 -0.7556 0.3794 0.889 0.437 0.435 -0.43
C 4.2404 0.5119 -0.3037 0.707 -0.748 -0.245 -0.17
H 1.6674 -2.0605 -4.2531 0.207 0.132 0.570 0.09
H 0.5773 -2.2115 -2.8912 -0.069 0.006 0.036 0.06
H 2.0579 -3.1455 -2.9206 0.177 -0.237 -0.008 0.05
H 1.9898 -0.0466 -2.6665 0.526 -1.028 0.309 0.06
H 3.4356 -1.1358 -2.4894 -0.229 0.107 -0.393 0.06
H 2.7922 -3.2759 0.8982 0.074 -0.052 -0.048 0.06
H 3.4612 -3.3904 -0.7407 -0.517 -0.010 0.338 0.08
H 0.7944 -4.4866 0.3389 0.012 -0.123 0.053 0.06
H 1.8515 -5.2061 -0.9016 0.370 -0.425 0.365 0.07
H 0.8328 -3.9403 -1.3460 -0.046 0.042 0.425 0.04
H 4.4403 -1.6076 0.3570 -0.634 0.953 -0.066 0.08
H 3.5486 -0.4889 1.4537 -0.181 -0.514 -0.632 0.06
H 4.4047 0.3187 -1.3728 0.271 0.208 0.362 0.06
H 5.1626 0.8857 0.1645 -0.189 -0.245 -0.248 0.08
H 3.5322 1.3129 -0.2616 -0.606 0.598 0.078 0.04
C -3.0456 4.5070 1.7829 -0.957 0.433 0.286 -0.08
C -3.0970 3.2406 2.3730 0.288 0.470 -0.214 -0.07
C -2.5236 2.1401 1.7548 -0.263 0.586 -0.137 -0.04
C -2.0255 2.2306 0.4528 -0.165 0.316 -0.570 -0.30
C -1.9519 3.5314 -0.0915 0.006 -0.222 -1.519 -0.04
C -2.4822 4.6565 0.5212 0.579 -0.001 0.192 -0.07
N -1.6020 1.1094 -0.2836 0.772 1.465 0.312 0.01
C -1.7851 1.0860 -1.6499 -1.648 0.058 -1.630 -0.31
C -0.7581 0.7378 -2.5484 0.267 -0.931 0.217 -0.04
C -1.0401 0.3695 -3.8695 0.126 0.494 0.092 -0.08
C -2.2948 0.5982 -4.4314 0.335 -0.574 -0.616 -0.08
C -3.3206 1.0669 -3.6191 0.420 -0.207 0.213 -0.08
C -3.0870 1.2673 -2.2654 0.761 0.333 0.283 0.00
H -3.5449 5.3702 2.2627 0.457 -0.651 -0.227 0.12
H -3.6189 3.0897 3.3083 0.161 0.130 0.123 0.11
H -2.5617 1.2323 2.2894 -0.030 -1.198 0.204 0.08
H -1.5186 3.6032 -1.1044 -0.251 0.115 0.571 0.12
H -2.4133 5.6434 0.0367 -0.083 -0.641 0.276 0.12
H 0.2771 0.6689 -2.1814 -0.744 -0.058 -0.007 0.06
H -0.2528 -0.1003 -4.4559 -0.048 0.393 -0.039 0.10
H -2.4751 0.3763 -5.5066 0.138 0.136 0.992 0.12
H -4.2983 1.1859 -4.0680 -0.077 0.209 0.304 0.11
H -3.9115 1.6090 -1.6690 -0.205 -0.032 0.448 0.11
```
Forces are in eV/Å.

* energy above the lowest of the compared OMol25 structures with the same formula, charge and spin: 12.8 kcal/mol
* HOMO level (alpha / beta): -9.37 / -9.65 eV
* spin multiplicity: 3
* charge: +1
* E_tot: -93701.3353 eV
* Kohn-Sham gap (alpha / beta): 7.4 / 5.3 eV
* largest force on an atom: 3.300 eV/Å

***

Entry 2:
Entry from the Open Molecules 2025 dataset: a cluster of 3 separate species, C4H11NO2 in total (ωB97M-V with the def2-TZVPD basis set).

```
18
Properties=species:S:1:pos:R:3:forces:R:3:lowdin_charge:R:1
C 2.2965 -0.3851 0.2178 0.338 0.329 1.680 -0.01
C 1.4118 0.0341 -0.6682 0.487 -0.001 -0.083 -0.15
C 0.1507 -0.6562 -0.9308 -0.750 -0.532 -0.261 -0.41
C 0.0091 -1.9848 -1.0123 0.277 -0.259 1.019 0.03
N -0.9931 0.1814 -0.9928 0.381 0.338 -0.090 0.07
H 3.0989 0.2584 0.5731 0.292 0.034 -0.773 0.06
H 2.1564 -1.1697 0.9536 -0.358 -0.532 -0.606 0.07
H 1.6320 0.9962 -1.1143 -0.320 0.036 -0.334 0.11
H 0.8337 -2.6865 -0.9292 0.107 0.409 -0.161 0.06
H -0.9566 -2.4301 -0.8122 -0.259 0.073 -0.628 0.06
H -1.6769 -0.1107 -1.6766 0.068 -0.149 -0.019 0.10
H -0.7226 1.1362 -1.1852 -0.129 0.120 0.101 0.09
O -3.4437 0.8898 0.6569 0.462 -0.352 -0.105 -0.09
H -3.5707 0.0605 1.1308 -0.230 0.110 0.080 0.03
H -2.5803 0.7268 0.2294 -0.178 0.186 0.114 -0.02
O 0.6853 1.9588 1.5376 0.029 -0.173 0.631 -0.06
H 1.5110 1.4948 1.7211 0.049 0.106 -0.344 0.01
H 0.1586 1.6863 2.3012 -0.267 0.257 -0.221 0.05
```
Forces are in eV/Å.

* SMILES: C=CC(=C)N.O.O
* energy above the lowest of the compared OMol25 structures with the same formula, charge and spin: 50.7 kcal/mol
* HOMO level: -8.62 eV
* E_tot: -9910.0435 eV
* Kohn-Sham gap: 9.3 eV
* largest force on an atom: 1.745 eV/Å